[1]
ORCA calculation (ωB97M-V with the def2-TZVPD basis set) on a cluster of 4 separate species, C2H14NO3 in total in a non-equilibrium geometry.

Calculated values
Energy above the lowest of the compared OMol25 structures with the same formula, charge and spin ... 0.864 eV
Total charge ... +1

The geometry in XYZ format:
```
20
Properties=species:S:1:pos:R:3:lowdin_charge:R:1
O -1.83 1.97 -2.83 -0.047
O 0.01 1.76 -0.44 -0.047
O 3.97 -3.70 -2.95 -0.074
N -1.06 -0.62 0.78 0.193
C -0.11 -0.36 1.94 -0.188
C -0.75 0.61 2.94 -0.062
H -0.95 0.15 0.10 0.118
H 4.78 -3.54 -2.45 0.034
H -1.50 2.83 -3.09 0.057
H -1.98 -0.59 1.20 0.154
H -0.25 0.48 3.89 0.092
H -0.62 1.74 -1.18 0.015
H -0.75 -1.46 0.29 0.177
H -0.70 1.63 2.58 0.085
H 4.34 -4.16 -3.72 0.040
H 0.76 0.17 1.57 0.115
H 0.68 2.43 -0.56 0.069
H 0.16 -1.32 2.35 0.128
H -1.80 0.34 3.12 0.085
H -2.40 1.65 -3.54 0.057
```

[2]
ORCA calculation (ωB97M-V with the def2-TZVPD basis set) on a cluster of 10 separate species, BrH18O9 in total in a non-equilibrium geometry.

Calculated values
Energy above the lowest of the compared OMol25 structures with the same formula, charge and spin ... 1.089 eV
Total charge ... -1

The geometry in XYZ format:
```
28
Properties=species:S:1:pos:R:3:lowdin_charge:R:1
Br 0.06 0.17 0.28 0.361
O -2.68 -1.84 0.35 -0.124
O -1.36 0.84 3.41 -0.106
O -0.95 -1.69 -2.30 -0.092
O -2.09 2.84 0.92 -0.114
O 3.01 1.53 -0.74 -0.137
O 0.40 -2.75 2.02 -0.102
O 0.55 0.61 -3.40 -0.049
O 0.63 3.28 -0.44 -0.123
O 1.66 -2.57 -0.78 -0.052
H -2.49 -1.96 1.31 0.047
H 2.48 2.30 -0.37 0.020
H -2.11 3.02 -0.02 0.009
H -0.69 0.82 2.71 -0.065
H 2.57 -2.85 -0.62 0.048
H -2.12 -1.08 0.09 -0.070
H 1.06 3.64 0.37 0.062
H -0.70 -1.09 -1.63 -0.142
H -0.88 0.56 4.22 0.041
H 1.21 -3.27 1.91 0.015
H -1.70 1.91 0.98 -0.043
H -0.88 -2.52 -1.79 0.041
H 2.42 0.85 -0.35 -0.081
H 0.42 2.37 -0.21 -0.144
H 0.42 -2.18 1.24 -0.085
H 0.02 0.49 -2.61 -0.034
H 0.00 0.30 -4.08 0.006
H 1.73 -1.72 -0.45 -0.086
```

[3]
ORCA calculation (ωB97M-V with the def2-TZVPD basis set) on a structure of composition C32H35CdClN5O3S5Sb.

Calculated values
Energy above the lowest of the compared OMol25 structures with the same formula, charge and spin ... 1.299 eV
Total charge ... -2

The geometry in XYZ format:
```
83
Properties=species:S:1:pos:R:3:lowdin_charge:R:1
Sb -0.76 2.82 1.02 0.315
Cd 0.22 0.01 0.10 0.945
Cl 2.83 -4.82 4.64 0.631
S 3.12 1.58 0.41 0.548
S -0.86 0.82 2.27 -0.279
S -0.02 0.60 -2.26 -0.478
S -1.90 1.42 -2.40 -0.550
S -1.23 4.44 2.55 -0.416
O 2.11 2.49 0.94 -0.469
O 4.43 1.68 1.02 -0.325
O -5.95 -4.23 3.01 -0.041
N 2.50 0.13 0.42 -0.213
N -3.50 -2.90 -0.51 0.098
N -3.83 -2.33 0.68 -0.113
N -2.27 -1.06 -0.16 0.014
N 1.14 -2.21 0.31 0.043
C 0.22 -4.48 5.24 -0.119
C -4.18 -6.40 3.12 -0.056
C -4.88 -2.83 1.54 -0.041
C 2.49 -2.26 0.23 -0.170
C 2.41 -4.67 0.04 -0.019
C 4.03 3.47 -5.29 -0.065
C 0.46 -3.33 0.24 -0.166
C -0.22 -2.69 3.17 -0.044
C -3.10 -1.21 0.84 -0.215
C 1.25 -4.12 4.40 -0.664
C 1.05 -3.22 3.37 -0.079
C 3.18 -3.49 0.08 -0.172
C 3.23 -1.02 0.31 -0.264
C 5.28 -2.33 0.10 -0.093
C -3.90 -3.36 3.84 -0.093
C -4.60 -3.95 2.59 -0.409
C 4.45 1.62 -2.00 -0.059
C 1.05 -4.59 0.11 -0.050
C 3.78 2.96 -3.90 -0.283
C 4.62 -1.11 0.28 -0.043
C -2.51 -5.20 1.74 -0.025
C -2.56 -2.10 -0.97 -0.237
C 4.66 2.06 -3.30 -0.056
C 3.34 2.07 -1.30 -0.270
C -2.64 -2.46 3.73 -0.117
C 4.59 -3.51 -0.01 -0.080
C -4.77 -5.79 0.81 -0.051
C -4.00 -5.30 2.06 -0.501
C -1.29 -3.07 3.98 -0.225
C 2.66 3.38 -3.19 -0.037
C -1.05 -3.95 5.04 -0.053
C 2.44 2.94 -1.89 -0.091
H -5.24 -1.98 2.11 0.141
H -5.84 -5.78 1.00 0.083
H -3.18 -0.52 1.66 0.077
H -5.90 -4.79 3.80 0.083
H -5.71 -3.18 0.91 0.131
H 4.20 4.55 -5.27 0.073
H 1.56 3.26 -1.34 0.079
H -3.64 -7.29 2.79 0.087
H -3.70 -4.18 4.53 0.088
H 5.14 0.94 -1.53 0.094
H -3.77 -6.11 4.09 0.075
H -2.60 -1.97 2.76 0.052
H -0.62 -3.23 0.29 0.075
H 5.53 1.71 -3.85 0.099
H 1.87 -2.92 2.72 0.103
H 4.92 3.00 -5.73 0.063
H -4.55 -5.17 -0.05 0.062
H -4.47 -6.81 0.59 0.082
H -4.68 -2.75 4.30 0.119
H -0.37 -1.96 2.38 0.042
H -1.91 -5.16 2.65 0.079
H -5.23 -6.68 3.24 0.081
H 6.36 -2.34 0.06 0.097
H -2.20 -6.08 1.17 0.090
H -2.28 -4.32 1.14 0.060
H 5.10 -4.45 -0.15 0.095
H -2.76 -1.65 4.46 0.131
H 1.95 4.05 -3.65 0.118
H 5.20 -0.20 0.43 0.078
H 0.43 -5.48 0.09 0.098
H -1.85 -4.23 5.71 0.107
H 2.91 -5.63 -0.06 0.110
H 0.40 -5.17 6.06 0.095
H -2.07 -2.26 -1.92 0.107
H 3.18 3.27 -5.94 0.077
```

For the records above, the corresponding orbital gap values read 0.3831 0.3573 0.1258 hartree.